Here is C35H44BrMnNO4S4Sb as an isolated structure from OMol25. Energies are from ωB97M-V/def2-TZVPD.

Structure (XYZ):
```
91
Properties=species:S:1:pos:R:3:mulliken_spin:R:1
Mn -1.15196 -1.35835 -2.72476 1.408
C 3.61351 -1.54250 3.46065 0.002
C 3.29094 -0.27904 2.64413 0.003
C 4.59272 0.48801 2.37799 0.001
C 2.35932 0.62426 3.45627 0.000
C 2.62553 -0.72383 1.35136 0.011
C 1.17562 -0.62208 1.14417 -0.002
C 0.67546 -1.03860 -0.16737 -0.011
N -1.91773 -1.45353 0.07593 -0.001
C -2.19176 -0.04691 0.10975 0.030
C -2.82525 0.48752 1.21865 -0.003
C -3.10260 1.84411 1.30735 0.002
C -2.75033 2.64245 0.22187 0.001
C -2.11996 2.15563 -0.91919 -0.016
C -1.81138 0.78036 -0.95924 -0.022
O -1.08794 0.28720 -1.96569 -0.027
C -1.76752 3.06167 -2.10060 -0.001
C -2.26675 4.49181 -1.88182 -0.001
C -2.42212 2.52765 -3.38517 0.022
C -0.24103 3.12682 -2.27746 0.001
C -3.79699 2.38915 2.55522 0.000
C -4.00659 3.90189 2.48808 0.000
C -5.16848 1.71817 2.71380 0.000
C -2.93797 2.08156 3.79081 0.000
C 1.42933 -1.16871 -1.33903 -0.006
O 0.93711 -1.32603 -2.50023 0.019
C 2.82283 -1.34711 -1.03912 0.001
C 3.34622 -1.09367 0.25487 -0.008
C 3.72489 -1.91713 -2.12594 0.010
C 3.15575 -3.27406 -2.58523 0.004
C 3.77354 -0.93386 -3.30941 0.003
C 5.15870 -2.15131 -1.64455 0.000
H 4.12966 -1.26735 4.38349 0.000
H 2.70732 -2.08665 3.72638 0.000
H 4.25968 -2.21223 2.89072 0.000
H 4.96340 0.91268 3.31306 0.000
H 5.37673 -0.15843 1.98223 0.000
H 4.43228 1.30351 1.67093 0.000
H 2.83334 0.87715 4.40605 0.000
H 2.15901 1.55988 2.92782 0.000
H 1.40858 0.14230 3.68312 0.000
H 0.97914 0.45807 1.27116 0.000
H -3.12018 -0.20001 2.00352 0.000
H -2.98317 3.69545 0.26091 0.000
H -3.35423 4.53129 -1.78850 0.000
H -1.82362 4.95369 -0.99595 0.000
H -1.98656 5.09671 -2.74584 0.000
H -3.49125 2.36049 -3.24396 -0.001
H -2.29672 3.24903 -4.19580 0.000
H -1.98792 1.58489 -3.70843 -0.014
H 0.22993 3.55413 -1.38710 0.000
H 0.17998 2.14074 -2.46121 -0.004
H 0.00096 3.76776 -3.12916 0.000
H -4.65149 4.18293 1.65351 0.000
H -4.48382 4.24470 3.40866 0.000
H -3.05942 4.43478 2.38287 0.000
H -5.77939 1.87633 1.82374 0.000
H -5.07058 0.64237 2.86357 0.000
H -5.69786 2.13202 3.57612 0.000
H -1.96507 2.57233 3.71386 0.000
H -3.43184 2.43828 4.69849 0.000
H -2.76604 1.00987 3.90228 0.000
H 4.41765 -1.17167 0.36395 0.000
H 2.17429 -3.16972 -3.03804 0.000
H 3.83504 -3.70690 -3.32260 0.000
H 3.07680 -3.96978 -1.74711 0.000
H 2.78550 -0.77024 -3.72918 0.000
H 4.19370 0.02543 -2.99647 0.000
H 4.42154 -1.34783 -4.08531 0.000
H 5.20489 -2.86359 -0.81750 0.000
H 5.73462 -2.57054 -2.47033 0.000
H 5.65110 -1.22450 -1.34022 0.000
S -3.34613 -3.51702 -6.23282 -0.016
Sb -3.21546 -1.46854 -5.36112 0.007
S -0.81443 -1.09243 -4.76913 -0.368
S -3.37299 -1.44066 -2.95359 -0.002
S -4.04587 0.40053 -6.26825 -0.007
Br -0.05602 -1.92944 4.65117 0.000
C 0.08740 -2.40920 2.82187 -0.001
C 0.27081 -3.67813 2.46390 0.000
C 0.22975 -4.04892 1.06316 -0.006
C -0.20772 -3.23163 0.09487 0.000
C -0.54232 -1.78380 0.38622 -0.010
C -0.07633 -1.34178 1.81661 0.006
C -0.32767 -3.81958 -1.30632 -0.008
O 0.14037 -4.92203 -1.50776 0.003
O -0.98359 -3.14678 -2.20083 -0.007
H 0.39341 -4.45527 3.20662 0.000
H 0.48614 -5.06085 0.77847 0.000
H -2.20686 -1.85719 -0.81536 0.009
H -0.73358 -0.55621 2.18248 -0.001
```

Values from the calculation:
HOMO level (alpha / beta), eV: -4.97 / -4.98
Multiplicity: 2
Total charge: -1


Here is C35H44Cl5GeN3O2Zr as an isolated structure from OMol25. Energies are from ωB97M-V/def2-TZVPD.

Structure (XYZ):
```
91
Properties=species:S:1:pos:R:3:lowdin_charge:R:1
Zr -1.63980 0.12981 -0.17599 1.753
C -1.94406 -2.31345 -2.31458 -0.047
N -0.95147 -1.73578 -1.37713 -0.340
C -0.42323 -2.83235 -0.52354 -0.205
C -1.42627 -3.45646 0.45468 -0.137
C -2.01084 -2.53749 1.53270 -0.179
N -2.77227 -1.45774 0.89151 -0.103
C -3.98060 -1.16411 1.20983 -0.043
C -4.83198 -0.22484 0.48993 -0.139
C -6.10311 0.01374 1.03698 -0.016
C -7.04823 0.75868 0.37128 -0.052
C -6.74458 1.24583 -0.89840 -0.036
C -5.50495 1.01861 -1.46565 -0.022
C -4.52099 0.31817 -0.77826 -0.317
O -3.30452 0.14666 -1.35339 -0.288
C 0.15886 -1.08980 -2.13977 -0.155
C -0.30327 0.20500 -2.87090 -0.118
C 0.21615 1.52822 -2.26505 -0.292
N -0.11582 1.58936 -0.86200 -0.132
C 0.45615 2.47022 -0.08575 -0.100
C 0.11369 2.76767 1.26101 -0.166
C 0.92808 3.72395 1.91582 -0.026
C 0.71334 4.07023 3.22078 -0.043
C -0.34239 3.46422 3.91483 -0.008
C -1.17126 2.54667 3.30226 0.017
C -0.96690 2.18313 1.97757 -0.308
O -1.82453 1.33175 1.39896 -0.263
H -1.47560 -3.11344 -2.89416 0.112
H -2.33866 -1.56005 -2.98977 0.081
H -2.78323 -2.71657 -1.75608 0.092
H 0.41537 -2.42641 0.01738 0.029
H -0.04802 -3.62125 -1.18518 0.141
H -0.88197 -4.25437 0.96437 0.131
H -2.24084 -3.94827 -0.08083 0.113
H -1.20954 -2.09675 2.13218 0.073
H -2.65844 -3.11812 2.19302 0.129
H -4.45607 -1.66191 2.05747 0.149
H -6.33764 -0.41575 2.00386 0.125
H -8.01915 0.93548 0.81102 0.118
H -7.49079 1.79845 -1.45447 0.120
H -5.27498 1.37099 -2.46156 0.081
H 0.56012 -1.80078 -2.86659 0.142
H 0.96094 -0.86303 -1.43169 0.111
H -1.39998 0.24194 -2.92552 0.096
H 0.02453 0.15029 -3.90972 0.127
H 0.14967 3.66294 -2.63948 0.174
H 1.29587 1.60413 -2.40768 0.124
H 1.26031 3.08144 -0.50280 0.153
H 1.75021 4.16610 1.36472 0.128
H 1.34691 4.79457 3.71156 0.120
H -0.51814 3.72403 4.95077 0.126
H -1.99280 2.08776 3.83510 0.131
Cl 1.73815 2.56196 -4.73183 0.902
C 0.07665 2.69646 -4.48236 -0.612
C -0.37335 2.79872 -3.07182 -0.238
C -1.83156 3.08884 -2.91321 -0.569
Cl -2.41291 3.45753 -1.36466 0.906
C -2.67354 3.16989 -3.98407 -0.686
Cl -4.30239 3.63629 -3.80716 0.798
C -2.16450 2.91141 -5.29317 -0.625
Cl -3.21490 2.92566 -6.57896 0.909
C -0.78362 2.68543 -5.54272 -0.701
Cl -0.23063 2.46368 -7.13588 0.797
C 5.04007 -4.03026 0.31338 -0.108
C 4.32469 -4.12717 1.65567 -0.261
C 3.66023 -2.81870 2.08685 -0.319
C 2.49214 -2.39700 1.18080 -0.426
Ge 1.54858 -0.85977 2.09805 0.943
C 2.69158 0.60334 1.28498 -0.416
C 4.19076 0.39854 1.52234 -0.305
C 4.53932 0.30803 3.00459 -0.300
C 6.02915 0.10935 3.24631 -0.097
H 5.54495 -4.96483 0.06880 0.073
H 5.79569 -3.24120 0.33208 0.074
H 4.34613 -3.80980 -0.50078 0.060
H 5.04224 -4.42461 2.42411 0.109
H 3.56875 -4.91855 1.61792 0.106
H 4.42621 -2.03607 2.12248 0.062
H 3.29371 -2.93397 3.11316 0.101
H 1.83951 -3.26911 1.10639 0.040
H 2.85465 -2.15816 0.17419 0.056
H 0.06139 -0.34817 0.75395 -0.102
H 2.38844 1.55617 1.71727 0.021
H 2.48358 0.64370 0.20324 0.037
H 4.75855 1.22907 1.08574 0.111
H 4.53586 -0.50210 1.00519 0.088
H 3.98242 -0.51621 3.46642 0.073
H 4.19449 1.21777 3.50749 0.113
H 6.37973 -0.81470 2.78112 0.071
H 6.25937 0.05486 4.31000 0.077
H 6.60715 0.93230 2.82050 0.077
```

Values from the calculation:
HOMO level, eV: -11.23
Total charge: +2


Let's list energy relative to the best compared isomer or geometry (same formula, charge and spin) in order: 0.0 19.2 kcal/mol.
Let's list molar mass in order: 927.6 879.9 g mol⁻¹.